{
  "formula": "C2H9KNOSi2",
  "method": "ωB97M-V with the def2-TZVPD basis set",
  "symbols": ["H", "O", "H", "H", "H", "N", "C", "H", "H", "K", "H", "Si", "H", "Si", "C", "H"],
  "coordinates": [[-2.44390, -0.67545, 2.37038], [1.66194, -0.18360, -0.42927], [0.20129, 2.23094, -1.65897], [-1.01467, 1.41994, -2.35054], [1.86076, -0.19999, 2.12275], [-0.31938, 1.35958, -1.61229], [-1.65679, -0.14430, 1.84849], [0.62136, 1.64520, 1.09114], [-1.73094, 0.93496, 1.81702], [1.25573, -2.75072, -0.02237], [-0.74777, -1.82753, 1.04382], [0.66826, -0.03609, -1.76315], [-0.24171, -1.21884, -1.86474], [0.93803, 0.21635, 1.04920], [-0.61730, -0.77098, 1.28942], [1.56509, 0.00052, -2.93090]],
  "homo_ha": -0.4974,
  "lumo_energy_ev": -3.7,
  "e_tot_ha": -1390.39107,
  "charge": 1
}